# 1
A 9-piece molecular cluster, C26H52O13S overall. Source: OMol25; level of theory: ωB97M-V/def2-TZVPD.

Its gap between HOMO and LUMO is 9.47 eV. Its strongest force on any atom is 0.025 Eh/bohr. Its total charge is 0. The HOMO energy comes out at -9.21 eV. As for the energy: -2398.1621 a.u. Its LUMO energy is 0.27 eV.

Last columns: bonded neighbours and bond lengths (Å).
CARTESIAN COORDINATES (ANGSTROEM)
1 O -3.285 -0.290 -0.421  C2 1.210
2 C -2.663 0.303 -1.273  O1 1.210, O3 1.354, C4 1.527
3 O -3.201 1.363 -1.921  C2 1.354, H9 0.959
4 C -1.225 -0.079 -1.611  C2 1.527, O5 1.431, H10 1.077, H11 1.077
5 O -0.454 0.144 -0.427  C4 1.431, S6 1.638
6 S 0.561 1.419 -0.586  O5 1.638, O7 1.442, O8 1.610
7 O -0.148 2.619 -0.214  S6 1.442
8 O 1.487 1.078 0.686  S6 1.610, H12 0.972
9 H -2.845 1.404 -2.810  O3 0.959
10 H -1.237 -1.142 -1.787  C4 1.077
11 H -0.831 0.455 -2.459  C4 1.077
12 H 1.064 0.434 1.278  O8 0.972
13 C -2.705 -4.484 -0.853  C14 1.505, H17 1.086, H18 1.091, H19 1.089
14 C -3.381 -3.502 -1.772  C13 1.505, O15 1.209, C16 1.508
15 O -2.749 -2.771 -2.500  C14 1.209
16 C -4.889 -3.465 -1.746  C14 1.508, H20 1.090, H21 1.091, H22 1.086
17 H -1.628 -4.410 -0.967  C13 1.086
18 H -2.972 -4.264 0.182  C13 1.091
19 H -3.015 -5.501 -1.089  C13 1.089
20 H -5.237 -3.210 -0.744  C16 1.090
21 H -5.291 -4.440 -2.028  C16 1.091
22 H -5.243 -2.713 -2.445  C16 1.086
23 C -1.538 2.800 4.168  C24 1.510, H27 1.088, H28 1.091, H29 1.091
24 C -0.213 3.524 4.112  C23 1.510, O25 1.211, C26 1.504
25 O 0.598 3.422 5.005  C24 1.211
26 C 0.042 4.364 2.890  C24 1.504, H30 1.091, H31 1.093, H32 1.088
27 H -1.603 2.228 5.091  C23 1.088
28 H -2.358 3.519 4.132  C23 1.091
29 H -1.629 2.126 3.315  C23 1.091
30 H -0.717 5.144 2.805  C26 1.091
31 H 0.008 3.742 1.993  C26 1.093
32 H 1.022 4.831 2.962  C26 1.088
33 C 2.104 -2.358 -3.867  C34 1.508, H37 1.087, H38 1.091, H39 1.091
34 C 2.040 -0.852 -3.837  C33 1.508, O35 1.209, C36 1.507
35 O 1.168 -0.272 -3.232  C34 1.209
36 C 3.110 -0.101 -4.587  C34 1.507, H40 1.091, H41 1.091, H42 1.087
37 H 1.280 -2.771 -3.290  C33 1.087
38 H 2.034 -2.713 -4.896  C33 1.091
39 H 3.048 -2.700 -3.440  C33 1.091
40 H 3.080 -0.368 -5.645  C36 1.091
41 H 4.093 -0.356 -4.188  C36 1.091
42 H 2.953 0.969 -4.479  C36 1.087
43 C 3.677 5.197 -1.775  C44 1.509, H47 1.087, H48 1.091, H49 1.091
44 C 4.166 3.771 -1.708  C43 1.509, O45 1.209, C46 1.508
45 O 4.351 3.115 -2.706  C44 1.209
46 C 4.406 3.204 -0.332  C44 1.508, H50 1.091, H51 1.091, H52 1.087
47 H 3.540 5.486 -2.814  C43 1.087
48 H 2.727 5.290 -1.246  C43 1.091
49 H 4.402 5.864 -1.307  C43 1.091
50 H 3.480 3.225 0.244  C46 1.091
51 H 5.165 3.786 0.194  C46 1.091
52 H 4.746 2.174 -0.419  C46 1.087
53 C -2.336 -7.509 2.337  C54 1.510, H57 1.087, H58 1.091, H59 1.091
54 C -1.171 -7.308 1.398  C53 1.510, O55 1.207, C56 1.509
55 O -1.338 -7.058 0.229  C54 1.207
56 C 0.211 -7.432 1.991  C54 1.509, H60 1.091, H61 1.091, H62 1.087
57 H -3.268 -7.393 1.791  C53 1.087
58 H -2.297 -8.508 2.773  C53 1.091
59 H -2.298 -6.774 3.143  C53 1.091
60 H 0.349 -8.429 2.413  C56 1.091
61 H 0.346 -6.694 2.783  C56 1.091
62 H 0.955 -7.265 1.216  C56 1.087
63 C 0.670 -1.358 4.458  C64 1.508, H67 1.087, H68 1.091, H69 1.091
64 C 1.941 -1.225 3.658  C63 1.508, O65 1.209, C66 1.506
65 O 1.923 -0.942 2.482  C64 1.209
66 C 3.238 -1.454 4.388  C64 1.506, H70 1.091, H71 1.091, H72 1.087
67 H -0.188 -1.168 3.818  C63 1.087
68 H 0.594 -2.365 4.871  C63 1.091
69 H 0.670 -0.640 5.280  C63 1.091
70 H 3.263 -2.464 4.799  C66 1.091
71 H 3.334 -0.739 5.206  C66 1.091
72 H 4.070 -1.326 3.701  C66 1.087
73 C -6.512 -1.866 -7.193  C74 1.511, H77 1.087, H78 1.091, H79 1.091
74 C -5.162 -1.531 -6.604  C73 1.511, O75 1.206, C76 1.510
75 O -4.246 -1.159 -7.296  C74 1.206
76 C -5.014 -1.683 -5.109  C74 1.510, H80 1.090, H81 1.092, H82 1.087
77 H -6.487 -1.715 -8.269  C73 1.087
78 H -6.765 -2.906 -6.981  C73 1.091
79 H -7.279 -1.223 -6.758  C73 1.091
80 H -5.203 -2.717 -4.818  C76 1.090
81 H -5.722 -1.029 -4.595  C76 1.092
82 H -4.004 -1.417 -4.812  C76 1.087
83 C 3.713 8.392 4.100  C84 1.510, H87 1.087, H88 1.091, H89 1.091
84 C 3.564 6.954 3.664  C83 1.510, O85 1.207, C86 1.509
85 O 3.024 6.660 2.626  C84 1.207
86 C 4.118 5.899 4.590  C84 1.509, H90 1.091, H91 1.091, H92 1.087
87 H 3.274 9.046 3.351  C83 1.087
88 H 3.207 8.547 5.054  C83 1.091
89 H 4.769 8.639 4.219  C83 1.091
90 H 3.626 5.958 5.562  C86 1.091
91 H 5.191 6.048 4.729  C86 1.091
92 H 3.944 4.914 4.165  C86 1.087

# 2
C4H13O3PSi in the gas phase. Source: OMol25; level of theory: ωB97M-V/def2-TZVPD.

Its gap between HOMO and LUMO is 8.64 eV. Its strongest force on any atom is 0.091 Eh/bohr. Its total charge is 0. The HOMO energy comes out at -7.92 eV. As for the energy: -1016.7648 a.u. Its LUMO energy is 0.72 eV. The energy above the lowest of the compared OMol25 structures with the same formula, charge and spin comes out at 0.0 kcal per mole.

Last columns: bonded neighbours and bond lengths (Å).
CARTESIAN COORDINATES (ANGSTROEM)
1 C 0.583 -1.632 -1.759  O2 1.377, H10 1.097, H11 1.096, H12 1.064
2 O 0.137 -1.259 -0.511  C1 1.377, Si3 1.655
3 Si 0.220 0.278 0.095  O2 1.655, C4 2.304, O6 1.570, O8 1.657
4 C -1.623 0.779 -1.194  Si3 2.304, P5 1.889, H13 1.106, H14 1.188
5 P -3.120 -0.354 -0.989  C4 1.889, H15 1.349, H16 1.343
6 O 1.467 1.066 -0.439  Si3 1.570, C7 1.436
7 C 2.605 1.738 0.124  O6 1.436, H17 1.155, H18 1.114, H19 1.144
8 O 0.155 0.412 1.746  Si3 1.657, C9 1.358
9 C -0.256 -0.432 2.728  O8 1.358, H20 1.077, H21 1.079, H22 1.221
10 H 0.573 -0.684 -2.311  C1 1.097
11 H -0.164 -2.262 -2.256  C1 1.096
12 H 1.563 -2.043 -1.687  C1 1.064
13 H -1.320 0.841 -2.256  C4 1.106
14 H -2.098 1.801 -0.820  C4 1.188
15 H -3.546 -0.106 0.267  P5 1.349
16 H -2.509 -1.549 -0.919  P5 1.343
17 H 2.311 1.967 1.216  C7 1.155
18 H 2.694 2.783 -0.255  C7 1.114
19 H 3.452 0.968 0.101  C7 1.144
20 H -1.191 -0.152 3.181  C9 1.077
21 H 0.497 -0.553 3.492  C9 1.079
22 H -0.430 -1.607 2.445  C9 1.221